# 1
Entry from the Open Molecules 2025 dataset: a molecular structure, C29H30CoFN2O5 (ωB97M-V/def2-TZVPD).

Output
Gap between HOMO and LUMO (alpha / beta) ... 7.39 / 7.38 eV
Multiplicity ... 4
Calculated total energy ... -3091.537663 Eh
HOMO energy (alpha / beta) ... -4.654 / -4.656 eV
Expectation value of S² ... 3.756
Charge ... -1

Structure (XYZ):
```
68
Properties=species:S:1:pos:R:3:mulliken_spin:R:1
Co 0.7634 0.4834 0.4155 2.763
O -2.7035 2.4133 0.4021 0.005
C -1.2480 2.3977 0.1853 -0.011
O -0.8326 1.2383 -0.4219 0.046
C -0.7809 2.4981 1.6381 -0.006
O 0.5691 2.1196 1.7502 0.041
C 1.6176 3.1102 1.5441 0.004
C 2.6640 2.7024 0.4580 -0.002
O 3.5938 3.4812 0.2248 0.002
O 2.5276 1.5066 -0.0240 0.040
H -3.1390 2.0616 -0.3701 -0.001
H -1.3493 1.7826 2.2323 -0.001
H -0.9331 3.4894 2.0711 0.000
H 2.1266 3.3013 2.4522 0.001
H 1.1418 4.0991 1.2966 0.000
C -2.2373 -3.6108 2.2096 0.000
C -1.8310 -2.3146 1.5084 0.006
C -2.8537 -1.1931 1.6966 -0.002
C -1.5838 -2.4834 0.0153 0.003
C -2.5580 -3.0967 -0.8040 -0.008
C -2.3741 -3.1904 -2.1684 0.007
C -1.1665 -2.7184 -2.6875 -0.005
C -0.1594 -2.2126 -1.9434 -0.038
C 1.0718 -1.6570 -2.6844 0.003
C 2.4218 -2.2778 -2.2055 0.002
C 1.1927 -0.1311 -2.6545 0.023
C -0.3947 -2.0528 -0.5399 0.063
N 0.5905 -1.5045 0.2851 0.012
C 1.2114 -2.3557 1.1755 0.047
C 1.0405 -3.7641 1.1224 0.008
C 1.6755 -4.5863 2.0795 -0.002
C 2.4236 -3.9978 3.0999 0.006
C 2.6209 -2.6202 3.1780 -0.002
C 1.9770 -1.8365 2.2466 -0.014
F 2.0884 -0.5022 2.1597 0.002
H -2.4247 -3.4879 3.2775 0.000
H -1.4016 -4.3140 2.1279 0.000
H -3.0902 -4.0462 1.7214 0.000
H -0.9083 -1.9710 2.0055 0.002
H -3.8111 -1.5046 1.2732 0.001
H -2.5791 -0.2939 1.1461 0.003
H -2.9725 -1.0008 2.7646 0.001
H -3.4999 -3.3891 -0.4018 0.000
H -3.1371 -3.6277 -2.7663 0.001
H -1.0546 -2.8220 -3.7796 0.000
H 0.9551 -1.8574 -3.7282 0.000
H 2.5341 -2.0271 -1.1664 0.004
H 3.2593 -1.8176 -2.7983 0.000
H 2.3942 -3.3363 -2.3559 0.000
H 1.7669 0.2292 -1.7843 -0.006
H 0.2371 0.3796 -2.7575 -0.004
H 1.8601 0.1490 -3.4988 0.002
H 0.4421 -4.1839 0.3177 0.000
H 1.6253 -5.6830 2.0558 0.000
H 2.9618 -4.6536 3.7816 0.001
H 3.3418 -2.2284 3.8769 0.000
N 0.3812 7.9027 -3.4874 0.000
C 0.2795 7.0526 -2.7247 0.000
C -0.0404 5.9325 -1.8654 0.000
C -1.1076 6.0280 -0.9292 0.000
C -1.4723 4.8683 -0.2907 -0.002
C -0.8390 3.6533 -0.6226 0.007
C 0.2342 3.5961 -1.4821 0.000
C 0.6636 4.7835 -2.0686 -0.001
H -1.6368 6.9578 -0.7792 0.000
H -2.2694 4.8611 0.4783 0.000
H 0.6611 2.5975 -1.7142 0.003
H 1.4744 4.6745 -2.7686 0.000
```

# 2
Entry from the Open Molecules 2025 dataset: 2 unconnected molecules or ions with the total composition C29H30F6N2O3S (ωB97M-V/def2-TZVPD).

Output
Gap between HOMO and LUMO ... 4.31 eV
Calculated total energy ... -2455.564584 Eh
HOMO energy ... -6.046 eV

Structure (XYZ):
```
71
Properties=species:S:1:pos:R:3:mulliken_charge:R:1
C 4.4161 3.5158 3.5077 -1.213
N 4.4729 2.4032 2.5931 0.132
C 5.7735 2.1446 1.9875 -0.974
C 5.7731 2.7313 0.6056 1.033
F 6.9278 2.5553 -0.0825 -0.275
F 4.7564 2.1775 -0.1394 -0.233
F 5.5170 4.0801 0.6658 -0.280
C 3.3897 1.6171 2.3547 1.130
C 3.5359 0.2772 1.9067 -0.641
C 2.4252 -0.5134 1.7223 -0.989
C 1.1134 0.0563 1.6564 0.557
C -0.0042 -0.6901 1.1877 -0.914
C -1.2854 -0.0997 0.9159 0.146
C -2.4750 -0.6904 1.4377 -0.762
C -3.7109 -0.0900 1.3122 -0.754
C -3.8331 1.1063 0.5566 0.893
N -5.0204 1.7657 0.3898 0.293
C -5.3070 2.5133 -0.8130 -1.234
C -6.0764 1.7736 1.3883 -0.979
C -5.9509 3.0192 2.2322 0.991
F -6.9510 3.1967 3.1397 -0.267
F -4.7578 2.9918 2.9205 -0.265
F -5.9171 4.1452 1.4413 -0.273
C -2.6753 1.6729 -0.0304 -0.168
C -1.4371 1.0993 0.1596 -0.929
C 0.9929 1.4171 2.1183 -0.783
C 2.0855 2.1522 2.5181 -0.629
H 3.7701 3.2658 4.3653 0.449
H 5.4318 3.7112 3.8786 0.339
H 4.0293 4.4377 3.0359 0.332
H 6.5379 2.6549 2.5855 0.329
H 5.9725 1.0673 1.9118 0.324
H 4.5339 -0.1286 1.7565 0.182
H 2.5729 -1.5904 1.6165 0.582
H 0.0673 -1.7826 1.2122 0.754
H -2.3904 -1.6286 1.9847 0.521
H -4.6163 -0.5406 1.7218 0.324
H -4.7484 2.0707 -1.6480 0.436
H -6.3820 2.4513 -1.0298 0.348
H -5.0273 3.5727 -0.7187 0.338
H -7.0393 1.8290 0.8642 0.372
H -6.0122 0.9055 2.0549 0.245
H -2.7848 2.5879 -0.6128 0.535
H -0.5648 1.5625 -0.2973 0.692
H 0.0080 1.8730 2.1671 0.499
H 1.9681 3.1591 2.9168 0.449
C -3.6581 -4.7941 -1.4254 -1.315
C -2.9438 -3.4833 -1.2108 0.213
O -1.5283 -3.7277 -0.9895 -0.427
C -0.6775 -2.6882 -1.2176 0.686
C 0.6278 -2.9662 -0.6456 -0.742
S 1.9987 -2.1835 -1.1924 0.603
C 2.2849 -2.4096 -2.9503 0.115
C 1.8362 -1.4095 -3.8252 -0.231
C 2.2925 -1.3717 -5.1461 -0.605
C 3.0936 -2.4119 -5.6326 -0.319
C 3.4759 -3.4624 -4.7856 -0.548
C 3.0625 -3.4673 -3.4430 -0.363
O 3.1942 -2.7693 -0.5391 -0.768
O -0.9861 -1.6499 -1.8008 -0.670
H -4.7273 -4.6144 -1.2814 0.380
H -3.5233 -5.1445 -2.4509 0.319
H -3.3518 -5.5985 -0.7498 0.313
H -3.0715 -2.8371 -2.0819 0.265
H -3.3402 -2.9825 -0.3200 0.015
H 0.7225 -3.7431 0.0864 0.644
H 1.1657 -0.6507 -3.4313 0.375
H 2.0268 -0.5144 -5.7683 0.344
H 3.4280 -2.3896 -6.6734 0.346
H 4.1195 -4.2655 -5.1634 0.348
H 3.3749 -4.2709 -2.7798 0.359
```

# 3
Entry from the Open Molecules 2025 dataset: a molecular structure, C29H30HfN3O4S2 (ωB97M-V/def2-TZVPD).

Output
Gap between HOMO and LUMO ... 7.59 eV
Calculated total energy ... -2432.647879 Eh
HOMO energy ... -10.386 eV
Charge ... +1

Structure (XYZ):
```
69
Properties=species:S:1:pos:R:3:nbo_charge:R:1
Hf 0.2125 0.9908 0.6353 2.230
C -0.6296 2.4637 3.4429 -0.135
C 0.5317 3.2257 3.4416 -0.172
C 0.8428 4.0142 2.3423 -0.164
C -0.0030 4.0398 1.2396 -0.198
C -1.1880 3.3011 1.2472 -0.300
C -1.5056 2.5122 2.3574 -0.295
H -0.8711 1.8439 4.2964 0.235
H 1.2080 3.1786 4.2843 0.242
H 1.7610 4.5855 2.3297 0.242
H 0.2320 4.6609 0.3856 0.248
H -1.8873 3.3827 0.4252 0.265
H -2.4452 1.9760 2.3878 0.273
C -3.7167 -5.2233 -2.6068 -0.640
C -3.3584 -3.9802 -1.8444 0.030
C -2.3444 -3.1323 -2.2822 -0.153
C -2.0146 -1.9845 -1.5813 -0.195
C -2.7213 -1.6855 -0.4224 -0.407
C -3.7404 -2.5155 0.0419 -0.147
C -4.0479 -3.6552 -0.6759 -0.205
S -2.3393 -0.2934 0.5447 2.326
O -1.8122 0.7810 -0.3672 -1.042
O -3.4956 0.0904 1.2885 -0.895
N -1.0411 -0.5903 1.4688 -1.085
C -0.3302 -1.8833 1.2574 -0.355
C 0.5604 -1.8536 0.0061 0.785
O 1.0390 -2.8310 -0.4791 -0.540
O 0.7257 -0.5966 -0.4696 -0.887
H -2.9971 -5.4288 -3.3968 0.225
H -4.7026 -5.1206 -3.0633 0.237
H -3.7550 -6.0866 -1.9425 0.236
H -1.7879 -3.3873 -3.1758 0.216
H -1.1978 -1.3564 -1.9095 0.236
H -4.2865 -2.2577 0.9384 0.251
H -4.8386 -4.3067 -0.3252 0.231
H -1.0144 -2.7253 1.1651 0.248
H 0.3074 -2.0761 2.1205 0.263
C 3.3952 -0.9436 4.9887 -0.211
C 2.0344 -0.8484 4.6203 -0.193
C 1.6756 -0.1333 3.5133 -0.218
C 2.6292 0.5261 2.6901 -0.088
C 2.2470 1.2498 1.5055 -0.626
C 3.2597 1.8984 0.8305 -0.184
C 4.6106 1.8629 1.2469 -0.227
C 4.9662 1.1400 2.3445 -0.172
C 3.9828 0.4464 3.0944 0.013
C 4.3408 -0.3023 4.2445 -0.191
H 3.6792 -1.5134 5.8632 0.225
H 1.2773 -1.3334 5.2231 0.218
H 0.6121 -0.0533 3.2924 0.197
H 3.0477 2.4547 -0.0759 0.208
H 5.3604 2.3972 0.6777 0.219
H 6.0008 1.0880 2.6623 0.216
H 5.3860 -0.3506 4.5253 0.219
S 0.7948 2.4479 -1.5435 -0.252
C 0.2407 1.6719 -2.9927 0.405
N 1.0551 1.7156 -4.0410 -0.556
C 0.7429 1.1454 -5.3522 -0.220
C -0.2548 0.0154 -5.1776 -0.428
C -1.4323 0.5002 -4.3522 -0.221
N -0.9401 1.0902 -3.1065 -0.566
H 1.9483 2.1535 -3.8848 0.431
H 1.6745 0.7838 -5.7830 0.231
H 0.3476 1.9255 -6.0062 0.209
H 0.2252 -0.8275 -4.6764 0.224
H -0.5988 -0.3253 -6.1528 0.243
H -2.0982 -0.3202 -4.0892 0.227
H -2.0190 1.2398 -4.9017 0.210
H -1.5398 1.1223 -2.2918 0.453
```